{
  "formula": "C16H22N6",
  "method": "the ωB97M-V functional and the def2-TZVPD basis",
  "homo_ha": -0.3116,
  "e_tot_ev": -25887.106,
  "smiles": "c1cc[nH]c1.c1cc[nH]c1.CC#N.CC#N.CC#N.CC#N",
  "relative_energy_ev": 4.113,
  "total_charge": 0,
  "orbital_gap_ev": 8.475,
  "elements": ["C", "C", "C", "N", "C", "H", "H", "H", "H", "H", "C", "C", "C", "N", "C", "H", "H", "H", "H", "H", "C", "C", "N", "H", "H", "H", "C", "C", "N", "H", "H", "H", "C", "C", "N", "H", "H", "H", "C", "C", "N", "H", "H", "H"],
  "coordinates": [[2.44506, -3.04160, 3.34106], [2.78281, -4.41173, 3.27057], [3.52619, -4.56337, 2.11572], [3.58427, -3.36430, 1.50576], [2.97460, -2.36717, 2.25107], [1.82827, -2.57944, 4.09714], [2.60265, -5.14264, 4.03905], [4.06849, -5.40783, 1.72595], [3.97116, -3.29568, 0.57991], [3.00639, -1.36081, 1.87799], [-1.53247, 1.30300, -3.90284], [-0.64755, 1.21993, -2.80497], [-1.07522, 2.08709, -1.83373], [-2.18607, 2.74834, -2.32280], [-2.44875, 2.26724, -3.59196], [-1.53582, 0.70454, -4.79699], [0.12263, 0.46957, -2.71078], [-0.71003, 2.39338, -0.86801], [-2.63966, 3.56747, -1.97132], [-3.32886, 2.68715, -4.05686], [-0.01312, -0.19624, 0.65315], [0.89426, 0.93124, 0.65815], [1.60483, 1.83033, 0.70959], [-0.98781, 0.17926, 0.97022], [0.41213, -0.92900, 1.34197], [-0.18356, -0.67005, -0.31086], [-3.29951, -1.26858, -2.27584], [-2.77941, -2.16914, -3.28082], [-2.37184, -2.88763, -4.07445], [-2.46507, -0.94975, -1.64423], [-4.01622, -1.79748, -1.64919], [-3.70164, -0.33906, -2.67345], [-3.58406, 0.02473, 2.76276], [-2.95425, -0.91357, 3.68846], [-2.43761, -1.66716, 4.38351], [-2.94723, 0.91562, 2.77863], [-4.57141, 0.37434, 3.04524], [-3.55814, -0.38326, 1.75482], [3.92160, 3.93302, -0.33952], [3.24775, 5.17354, -0.70145], [2.73504, 6.15359, -1.00443], [3.36145, 3.30085, 0.35169], [4.86793, 4.07204, 0.17974], [4.01776, 3.36920, -1.26768]],
  "forces_ev_per_angstrom": [[-0.35, 1.09, 0.04], [0.59, 0.23, -0.32], [-0.51, -0.41, 0.86], [0.57, 0.58, -0.61], [-0.05, -1.86, -0.29], [0.17, -0.01, 0.11], [-0.10, -0.11, -0.11], [-0.18, -0.08, -0.09], [0.09, 0.47, 0.14], [-0.25, 0.18, 0.25], [-0.48, 0.30, -0.17], [0.06, -0.72, 0.54], [-0.49, 0.97, 0.04], [0.56, -1.05, -1.02], [-0.65, 0.70, 0.71], [0.13, -0.01, -0.04], [0.21, 0.25, 0.05], [0.32, -0.24, -0.05], [0.11, 0.07, 0.40], [0.21, -0.28, -0.49], [-0.29, -0.19, 0.30], [0.24, 0.20, -0.42], [-0.03, -0.07, 0.04], [0.05, -0.25, 0.31], [-0.42, -0.12, 0.07], [0.42, 0.22, -0.19], [0.38, 0.28, 0.78], [-0.12, 0.13, -0.30], [0.12, -0.15, -0.14], [-0.05, -0.09, 0.03], [-0.13, 0.13, -0.08], [-0.19, -0.22, -0.29], [0.89, 0.60, 0.06], [-0.40, -0.25, 0.06], [-0.01, 0.13, -0.06], [-0.08, 0.00, -0.19], [-0.15, -0.43, 0.11], [-0.24, -0.03, 0.00], [-0.14, -0.55, 0.10], [0.15, -0.04, 0.52], [-0.09, 0.06, -0.06], [-0.48, 0.35, -0.24], [0.21, 0.39, -0.49], [0.41, -0.13, 0.13]],
  "lowdin_charge": [-0.12, -0.10, -0.15, -0.02, -0.12, 0.09, 0.09, 0.11, 0.14, 0.09, -0.12, -0.12, -0.14, 0.01, -0.14, 0.10, 0.09, 0.09, 0.14, 0.11, -0.05, -0.27, 0.17, 0.07, 0.08, 0.07, -0.08, -0.29, 0.13, 0.06, 0.08, 0.08, -0.08, -0.29, 0.13, 0.08, 0.08, 0.07, -0.09, -0.29, 0.12, 0.02, 0.08, 0.08]
}